{
  "formula": "C58H126AsF6N6O4",
  "method": "ωB97M-V with the def2-TZVPD basis set",
  "species": ["C", "C", "C", "N", "C", "C", "C", "C", "C", "C", "H", "H", "H", "H", "H", "H", "H", "H", "H", "H", "H", "H", "H", "H", "H", "H", "H", "H", "H", "H", "C", "C", "C", "N", "C", "C", "C", "C", "C", "C", "H", "H", "H", "H", "H", "H", "H", "H", "H", "H", "H", "H", "H", "H", "H", "H", "H", "H", "H", "H", "C", "C", "C", "N", "C", "C", "C", "C", "C", "C", "H", "H", "H", "H", "H", "H", "H", "H", "H", "H", "H", "H", "H", "H", "H", "H", "H", "H", "H", "H", "C", "C", "C", "N", "C", "C", "C", "C", "C", "C", "H", "H", "H", "H", "H", "H", "H", "H", "H", "H", "H", "H", "H", "H", "H", "H", "H", "H", "H", "H", "C", "C", "C", "N", "C", "C", "C", "C", "C", "C", "H", "H", "H", "H", "H", "H", "H", "H", "H", "H", "H", "H", "H", "H", "H", "H", "H", "H", "H", "H", "C", "C", "C", "N", "C", "C", "C", "C", "C", "C", "H", "H", "H", "H", "H", "H", "H", "H", "H", "H", "H", "H", "H", "H", "H", "H", "H", "H", "H", "H", "As", "F", "F", "F", "F", "F", "F", "C", "C", "O", "O", "H", "H", "H", "C", "C", "O", "O", "H", "H", "H"],
  "positions_angstrom": [[10.773345, 22.718735, 20.697249], [11.575475, 23.316600, 21.816956], [11.994824, 22.199548, 22.781781], [13.140992, 22.559097, 23.757122], [13.039442, 23.931753, 24.347229], [11.753074, 24.015286, 25.144663], [11.812898, 23.086577, 26.353450], [12.056208, 21.652118, 25.840226], [13.258403, 21.541283, 24.944480], [14.425057, 22.538286, 22.974357], [11.352084, 21.993345, 20.112273], [10.434595, 23.604418, 20.154321], [9.913640, 22.222541, 21.093111], [11.008605, 24.099943, 22.382553], [12.356861, 23.906380, 21.450079], [12.289389, 21.336050, 22.221282], [11.090575, 21.936059, 23.363317], [13.088787, 24.697293, 23.570128], [13.939898, 24.148683, 24.948011], [10.928548, 23.806285, 24.544026], [11.705037, 25.041730, 25.449478], [10.845214, 23.156298, 26.865410], [12.632239, 23.356860, 27.091251], [11.118397, 21.272471, 25.397617], [12.217308, 20.950090, 26.738362], [13.463211, 20.580927, 24.451672], [14.140575, 21.868564, 25.405585], [14.452864, 23.400802, 22.287656], [14.509643, 21.562542, 22.496952], [15.212261, 22.682379, 23.710627], [14.219701, 23.848078, 16.772969], [15.397512, 24.661757, 16.249202], [16.025938, 25.390968, 17.457870], [16.705732, 26.688318, 17.079503], [17.280535, 27.333997, 18.340348], [18.290493, 26.514398, 19.177535], [19.481022, 26.139705, 18.319100], [19.020757, 25.619565, 16.964148], [17.914470, 26.414497, 16.265580], [15.847997, 27.653702, 16.432185], [13.799577, 23.212823, 15.964417], [13.434528, 24.546603, 17.073605], [14.542232, 23.228225, 17.583293], [14.975465, 25.342691, 15.476827], [16.117988, 23.957824, 15.900074], [16.700662, 24.675695, 17.905940], [15.336577, 25.593519, 18.284335], [16.403716, 27.611938, 18.989643], [17.808167, 28.185252, 18.084935], [17.799021, 25.650635, 19.671119], [18.650744, 27.197918, 20.018616], [20.110581, 25.444817, 18.868850], [20.158884, 26.998225, 18.149300], [18.641793, 24.561608, 17.113983], [19.917009, 25.520553, 16.369797], [17.551133, 25.935616, 15.341199], [18.307176, 27.384221, 15.957939], [16.200598, 28.625392, 16.769236], [14.808666, 27.444854, 16.813888], [15.961884, 27.538686, 15.347624], [11.874118, 14.513230, 8.314046], [12.663087, 14.664539, 9.620631], [11.693037, 14.981884, 10.827367], [12.480328, 15.186809, 12.150127], [13.303428, 13.961555, 12.482025], [14.241353, 14.090936, 13.704817], [15.205487, 15.200874, 13.328841], [14.384546, 16.471987, 13.203531], [13.406889, 16.341580, 12.052994], [11.350501, 15.427482, 13.157710], [12.459462, 14.126299, 7.505002], [11.535694, 15.491089, 7.946494], [10.930981, 13.969874, 8.377549], [13.400399, 15.459223, 9.612266], [13.211668, 13.771264, 9.828388], [10.943217, 14.195472, 10.957818], [11.271387, 15.933747, 10.526468], [13.918512, 13.669211, 11.604498], [12.543532, 13.100960, 12.431133], [14.677369, 13.075479, 13.778714], [13.673771, 14.440073, 14.619550], [15.899520, 15.084275, 12.518461], [15.931842, 15.379845, 14.217594], [14.971618, 17.332835, 12.868156], [13.991344, 16.605929, 14.211330], [13.975989, 16.284830, 11.180152], [12.925141, 17.261680, 11.859627], [11.712884, 15.177834, 14.154735], [10.441969, 14.904943, 12.898033], [11.130481, 16.502200, 13.218576], [13.130232, 11.738545, 20.499371], [13.329919, 13.121148, 21.018536], [12.163113, 13.552556, 21.915974], [12.281621, 14.956495, 22.580985], [10.894117, 15.325011, 23.086957], [10.855231, 16.598891, 23.924067], [11.937838, 16.642591, 25.046792], [13.283703, 16.212953, 24.537862], [13.188227, 14.872945, 23.767836], [12.665659, 15.923112, 21.591890], [13.055360, 10.955121, 21.273878], [13.950171, 11.565567, 19.866474], [12.169483, 11.594224, 19.999735], [13.313083, 13.803588, 20.144734], [14.316290, 13.212310, 21.578061], [12.106663, 12.813405, 22.749166], [11.167999, 13.706555, 21.359422], [10.640401, 14.428170, 23.777959], [10.278302, 15.315939, 22.192749], [9.849516, 16.564090, 24.351864], [10.884093, 17.510268, 23.310462], [11.608547, 15.990286, 25.866290], [12.073525, 17.607402, 25.565440], [13.944793, 16.041227, 25.330407], [13.696107, 16.981869, 23.816033], [12.985121, 13.947188, 24.428429], [14.160222, 14.686707, 23.242273], [12.393154, 16.939787, 21.829670], [12.170461, 15.570274, 20.679177], [13.734010, 15.867876, 21.375808], [14.199874, 19.075141, 17.493752], [12.857556, 18.403156, 17.787930], [11.730836, 19.407927, 18.189993], [10.293049, 18.810548, 18.315811], [10.315497, 17.807371, 19.438952], [8.910495, 17.386038, 19.811027], [8.055811, 18.512630, 20.251433], [8.005664, 19.588405, 19.196818], [9.447729, 19.959786, 18.732346], [9.921470, 18.140120, 17.066933], [14.936885, 18.277248, 17.321420], [14.588735, 19.696895, 18.316906], [14.159042, 19.686427, 16.559489], [12.934632, 17.825098, 18.700248], [12.542469, 17.717949, 17.044791], [11.662862, 20.225900, 17.492719], [11.980757, 19.818999, 19.134980], [10.826309, 18.352067, 20.267416], [10.907695, 16.935135, 19.188950], [8.883519, 16.528508, 20.577591], [8.455546, 16.989603, 18.908596], [8.384479, 18.938817, 21.219295], [7.037558, 18.201526, 20.428334], [7.509887, 20.525155, 19.518569], [7.386754, 19.289685, 18.257974], [9.903572, 20.475579, 19.574662], [9.505376, 20.713841, 17.957945], [9.931726, 18.845880, 16.255851], [8.900810, 17.762371, 17.105816], [10.638995, 17.354454, 16.937013], [18.686795, 18.279517, 23.419324], [19.521829, 18.972684, 22.367675], [20.766780, 18.215470, 22.094123], [21.434694, 18.706242, 20.770082], [22.643408, 17.846841, 20.515173], [23.434699, 18.275567, 19.237004], [22.477937, 18.071490, 18.015412], [21.157534, 18.854663, 18.208853], [20.530028, 18.474549, 19.529737], [21.805197, 20.154392, 20.921578], [18.387438, 17.345372, 23.049186], [17.824657, 18.893774, 23.764822], [19.337389, 18.074871, 24.231452], [19.658837, 20.015953, 22.649129], [18.928616, 18.958129, 21.489518], [20.529046, 17.155319, 21.988724], [21.522789, 18.327387, 22.831940], [22.256578, 16.843980, 20.302993], [23.187481, 17.824429, 21.499427], [24.285810, 17.612285, 19.181470], [23.867744, 19.238948, 19.427639], [22.244041, 16.988467, 17.968906], [22.948829, 18.354826, 17.133379], [20.374690, 18.553930, 17.480763], [21.311085, 19.956959, 18.084055], [20.282648, 17.405850, 19.533285], [19.656820, 19.097483, 19.827192], [20.867304, 20.704379, 21.112223], [22.463706, 20.448100, 20.050130], [22.399266, 20.277527, 21.782046], [17.919748, 21.626849, 18.821986], [19.401040, 21.608880, 17.990618], [18.268828, 23.106230, 19.578742], [16.429588, 21.640188, 19.624399], [17.532485, 20.105053, 18.160033], [18.624749, 20.790418, 20.194686], [17.153910, 22.511202, 17.482862], [12.349071, 13.266624, 16.868766], [12.088119, 14.823703, 17.063865], [11.858339, 15.189151, 18.240472], [12.208407, 15.517671, 16.005813], [11.925965, 12.954040, 15.897738], [11.872248, 12.645670, 17.527432], [13.407613, 13.074761, 16.826700], [14.995925, 19.008998, 21.448734], [13.581411, 19.204268, 21.994193], [12.656587, 19.241065, 21.162637], [13.476205, 19.249993, 23.258738], [15.238420, 19.734232, 20.728713], [14.900435, 18.092677, 20.856129], [15.764414, 18.904349, 22.207372]],
  "forces_ev_per_a": [[0.16, 0.89, -0.15], [-0.75, -0.08, 2.15], [-0.42, 1.07, 0.90], [0.43, -0.10, -0.65], [-0.50, 0.13, -0.12], [2.38, 0.63, 1.46], [0.39, -0.28, 0.33], [-0.56, -1.07, 1.95], [-1.06, 0.29, -1.94], [-0.24, 0.03, 0.39], [-0.05, 0.45, -0.06], [-0.14, -0.57, -0.70], [-0.71, -0.41, 0.22], [-0.08, -0.79, -0.45], [1.72, 0.44, -0.82], [0.40, -0.62, -0.05], [0.71, -0.02, -0.12], [-0.26, -0.32, -0.31], [-0.39, -0.56, 0.04], [-1.48, -0.35, -1.00], [-0.42, 0.64, 0.35], [0.35, -0.19, 0.14], [-0.93, -0.03, -0.93], [0.52, 0.07, -0.17], [-0.07, 0.97, -1.29], [-0.47, 0.14, 0.36], [1.25, 0.48, 1.04], [-0.15, -0.64, 0.08], [0.18, 0.26, -0.12], [0.22, -0.13, -0.12], [-0.57, 0.20, -1.12], [-1.09, 0.81, 0.83], [-0.62, -0.20, -0.52], [2.41, -1.31, 2.53], [-1.75, -1.58, 2.57], [-0.36, 0.63, 0.87], [0.19, 0.67, -0.04], [-0.74, -2.21, 0.78], [0.93, -0.04, -1.39], [-1.48, 0.10, -0.03], [0.29, 0.29, 0.54], [-0.08, -0.24, 0.25], [-0.01, -0.47, 0.59], [0.77, -0.38, 0.31], [0.62, -0.14, -0.83], [0.68, 0.25, -0.03], [-0.34, 0.43, -0.46], [0.74, -0.16, -0.75], [0.66, 1.95, -1.08], [0.43, 0.32, -0.42], [-0.71, -0.77, -1.03], [-0.09, -0.44, -0.28], [-0.54, 0.02, 0.15], [0.44, 1.00, -0.25], [-0.12, 0.12, -0.76], [0.35, -0.08, 0.37], [-0.09, 0.19, 0.05], [-0.33, 0.19, -0.39], [0.93, 0.57, -0.73], [-0.46, 0.17, 0.31], [-0.53, 1.41, 0.06], [-1.34, -0.12, 0.86], [2.35, -0.26, -1.48], [-1.69, -0.10, -0.81], [-1.29, -2.12, -0.77], [-1.15, -0.05, -0.85], [1.91, 0.98, 2.92], [0.33, -0.21, -0.35], [-0.15, 0.17, 1.33], [1.14, 0.77, 0.79], [0.43, -0.49, -0.24], [0.20, 0.07, 0.19], [0.29, -0.47, 0.36], [-0.01, 0.14, -0.62], [0.22, -0.73, -0.02], [0.24, 0.28, 0.17], [-0.55, 0.19, 0.63], [-0.17, 0.87, 0.47], [0.92, 1.13, 0.93], [-0.04, 0.69, 0.46], [0.62, -0.83, -0.80], [-0.09, -0.66, -0.85], [-1.14, -0.37, -1.22], [0.24, -0.05, 0.60], [-0.64, 0.60, -0.28], [1.09, -0.93, -1.34], [-1.47, 0.88, 0.32], [-0.13, -0.21, 0.06], [0.13, -0.36, -0.22], [0.16, -0.26, -0.43], [-1.38, -1.01, 1.15], [0.00, 1.95, 0.49], [-0.88, 0.40, 0.27], [-1.16, -1.61, 1.71], [0.59, -1.85, 1.53], [-0.01, 0.53, 0.18], [-0.77, 0.01, 0.41], [-0.63, -0.30, -2.67], [1.91, -0.55, -0.07], [0.68, 0.17, -1.86], [0.59, 0.38, 0.00], [0.81, -0.81, -1.05], [0.21, 0.43, -0.49], [0.42, -0.27, 0.39], [-1.15, -0.08, -0.69], [-0.52, 0.66, -0.53], [1.57, -0.98, 0.54], [0.05, 1.40, -1.26], [-0.38, 0.21, 0.19], [0.09, 0.23, 0.18], [0.21, -0.25, 0.01], [0.09, -0.24, -0.21], [-0.49, -0.04, -0.72], [1.20, 0.00, 1.15], [-0.31, -0.66, 1.05], [-0.20, 1.57, -1.15], [-0.45, -0.01, 0.93], [-0.11, 0.15, 0.20], [0.00, 0.61, -0.14], [-0.01, 0.02, 0.21], [-0.02, 0.10, -0.62], [-0.84, 1.18, 1.84], [0.26, -0.99, -1.34], [1.72, 0.37, 0.93], [0.31, 0.44, 1.58], [0.03, -1.71, 0.47], [-0.78, 1.14, 0.99], [-0.13, 0.65, -2.64], [-1.26, 0.52, 0.52], [-0.81, 0.26, -0.21], [-0.13, 0.29, 0.02], [-0.32, -0.17, -0.28], [0.04, -0.32, 0.69], [0.47, -0.49, 0.12], [-0.07, -0.53, -1.01], [-0.29, 0.28, -0.57], [0.06, 0.20, 1.04], [-0.35, -0.46, -0.38], [0.24, 0.02, -0.59], [0.39, 1.26, -1.13], [-0.16, -0.51, -0.05], [0.15, -0.10, -0.40], [-0.34, -0.36, 0.13], [0.37, -0.49, 0.08], [0.95, 0.11, 1.59], [0.47, -0.56, 0.18], [-0.40, -0.08, -0.55], [0.32, 0.38, -0.37], [0.17, -0.13, 0.21], [0.13, -0.60, -0.40], [0.03, 1.42, 0.48], [-0.93, 0.49, 0.54], [0.19, 0.25, -1.89], [0.23, -0.98, -0.35], [0.72, 0.00, 0.47], [-1.26, -1.03, 0.98], [-0.69, -0.12, 2.14], [0.20, 0.22, -0.21], [-0.88, 1.25, 1.73], [-0.36, -0.16, -1.47], [-0.86, -1.34, -0.48], [0.62, -0.55, -0.33], [0.32, -0.16, 1.31], [0.30, -0.05, -0.05], [-0.53, 0.32, -0.84], [0.21, -0.01, -0.26], [0.67, 0.11, 0.75], [0.03, 0.08, 0.38], [0.00, 0.04, -1.21], [0.19, -0.34, -0.16], [0.02, 0.71, -0.55], [0.20, 0.47, -0.08], [0.84, 0.43, -1.64], [0.63, 0.26, 0.11], [-0.22, -0.93, 0.24], [0.00, 0.23, 0.17], [0.43, -0.70, -1.09], [0.63, 0.04, -0.87], [-1.46, 0.03, 0.94], [0.84, -0.18, 1.22], [-0.48, -0.23, -0.43], [0.84, 0.19, -0.30], [0.60, 1.28, 0.31], [-1.51, -0.04, 0.70], [-0.21, -0.67, -0.59], [0.19, 0.21, 0.07], [0.38, -0.39, 0.27], [-0.10, 2.24, -2.57], [0.63, -1.58, -0.22], [-0.12, 0.48, -0.41], [-0.27, 0.05, 1.15], [0.34, 0.30, 0.06], [-0.97, -1.23, 2.27], [0.48, -0.07, 0.14], [-0.84, -1.33, 0.20], [1.04, -0.19, 1.21], [-0.62, 0.26, -0.24], [-0.35, -0.20, -0.90], [0.44, 1.25, -0.83], [0.37, -0.16, 0.09], [-0.04, 0.05, 0.09]],
  "mulliken_charge": [-1.37, -1.05, 0.10, 0.38, -0.59, -0.68, -0.81, -0.39, 0.15, -1.13, 0.25, 0.34, 0.42, 0.44, 0.63, -0.52, 0.45, 0.44, 0.54, 0.30, 0.41, 0.39, 0.31, 0.27, 0.40, -0.15, 0.50, 0.50, 0.14, 0.52, -1.51, -0.22, -0.17, 0.50, -1.04, -0.26, -0.90, -0.11, -1.08, -0.88, 0.38, 0.42, 0.22, 0.46, 0.32, -0.47, 0.52, 0.51, 0.54, 0.09, 0.42, 0.38, 0.38, -0.14, 0.51, 0.55, 0.58, 0.35, 0.31, 0.40, -1.46, -0.05, -0.78, 0.75, -0.77, 0.28, -1.03, -0.25, -0.94, -0.55, 0.39, 0.36, 0.36, 0.28, 0.32, 0.49, 0.30, 0.32, 0.43, 0.46, -0.51, 0.48, 0.29, 0.47, -0.09, 0.30, 0.48, 0.10, 0.36, 0.29, -1.58, 0.34, -0.60, 0.65, -0.67, -0.16, -0.90, 0.01, -0.81, -0.96, 0.41, 0.43, 0.32, 0.10, 0.22, 0.47, 0.29, 0.41, 0.32, 0.61, -0.13, 0.41, 0.25, 0.72, -0.42, 0.34, 0.41, -0.13, 0.39, 0.27, -1.51, 1.38, -0.06, 0.47, 0.70, -0.47, -0.88, -0.85, -0.09, -1.15, 0.45, 0.05, 0.37, -0.32, -0.42, 0.92, -0.74, -0.37, -0.10, 0.18, 0.33, 0.25, 0.55, 0.52, 0.28, -0.30, 0.58, 0.33, 0.48, 0.32, -1.83, 0.54, -0.89, 0.20, -0.50, -0.89, -0.80, -0.41, 0.32, -0.81, 0.45, 0.33, 0.51, 0.28, 0.12, 0.29, 0.52, 0.38, 0.46, 0.44, 0.38, 0.30, 0.46, 0.46, 0.13, 0.27, -0.56, 0.13, 0.48, 0.31, 2.12, -0.52, -0.41, -0.42, -0.50, -0.78, -0.54, -1.61, 0.34, -0.44, -0.33, 0.33, 0.48, 0.29, -1.35, 0.69, -0.21, -1.10, 0.02, 0.50, 0.11],
  "charge": 3,
  "max_force_ev_per_a": 3.73,
  "e_above_lowest_kj_mol": 0.0,
  "gap_ev": 8.7
}